Record 1
{"formula": "C16H24N2O6S", "method": "wB97M-V/def2-TZVPD", "species": ["C", "H", "O", "C", "C", "C", "C", "C", "C", "O", "C", "H", "H", "H", "H", "S", "O", "O", "N", "C", "H", "H", "H", "C", "H", "H", "C", "O", "N", "H", "C", "C", "C", "H", "C", "H", "C", "H", "H", "O", "H", "H", "H", "H", "H", "H", "H", "H", "H"], "positions_angstrom": [[-3.920, -0.948, 2.348], [-3.679, -1.755, 3.046], [-3.425, -1.215, 1.057], [-2.083, -1.337, 0.891], [-1.141, -1.223, 1.902], [0.214, -1.336, 1.620], [0.609, -1.553, 0.323], [-0.309, -1.690, -0.707], [-1.661, -1.598, -0.437], [-2.655, -1.722, -1.358], [-2.302, -2.095, -2.669], [-1.751, -3.040, -2.682], [-3.244, -2.216, -3.200], [-1.706, -1.321, -3.163], [0.070, -1.895, -1.695], [2.342, -1.610, -0.098], [2.491, -2.371, -1.305], [3.109, -1.977, 1.053], [2.768, -0.041, -0.483], [2.340, 0.463, -1.761], [3.069, 1.186, -2.134], [2.319, -0.390, -2.435], [1.349, 0.930, -1.733], [2.984, 0.877, 0.606], [3.780, 1.578, 0.327], [3.322, 0.265, 1.444], [1.745, 1.666, 1.049], [1.097, 1.381, 2.036], [1.473, 2.737, 0.277], [1.954, 2.857, -0.600], [0.382, 3.645, 0.536], [-0.893, 3.311, -0.260], [-1.785, 2.245, 0.379], [-2.420, 2.659, 1.159], [-2.562, 1.751, -0.837], [-2.989, 0.760, -0.712], [-1.479, 1.787, -1.915], [-1.872, 2.017, -2.910], [-0.945, 0.829, -1.958], [-0.555, 2.805, -1.547], [-3.361, 2.453, -1.081], [-1.169, 1.449, 0.800], [-1.470, 4.243, -0.387], [0.154, 3.591, 1.603], [0.718, 4.653, 0.284], [0.953, -1.250, 2.398], [-1.446, -1.038, 2.918], [-5.001, -0.878, 2.236], [-3.532, -0.002, 2.737]], "forces_ev_per_a": [[-0.092, 0.055, 0.226], [0.012, 0.034, -0.024], [0.330, -0.104, -0.342], [-0.077, -0.038, -0.147], [-0.183, -0.029, -0.085], [0.117, -0.092, -0.006], [0.708, -0.102, 0.053], [-0.385, -0.036, -0.257], [-0.020, 0.064, 0.066], [0.012, 0.076, 0.419], [0.048, -0.040, -0.207], [-0.001, 0.029, 0.006], [0.097, -0.004, -0.015], [0.015, -0.022, 0.021], [-0.102, -0.050, -0.196], [0.113, 0.153, -0.175], [-0.293, 0.168, -0.056], [-0.237, 0.213, 0.257], [-0.055, -0.907, 0.249], [-0.240, -0.131, -0.423], [0.017, 0.011, 0.023], [-0.006, 0.196, -0.211], [0.023, 0.035, -0.015], [0.073, -0.053, 0.482], [-0.054, -0.099, -0.006], [0.020, 0.356, 0.059], [0.419, 0.066, -0.183], [-0.089, -0.096, 0.362], [-0.061, 0.278, -0.215], [0.038, -0.101, 0.110], [-0.298, 0.036, -0.211], [-0.079, 0.072, 0.432], [0.120, 0.104, -0.332], [-0.004, 0.016, 0.102], [0.180, 0.094, -0.040], [-0.079, -0.050, -0.023], [-0.222, -0.302, -0.221], [0.019, -0.064, 0.061], [-0.062, 0.057, -0.029], [0.168, 0.240, 0.092], [-0.049, -0.013, -0.016], [0.031, -0.028, 0.066], [0.078, -0.114, 0.066], [0.035, 0.126, -0.088], [-0.014, -0.055, 0.079], [0.033, 0.050, 0.133], [-0.083, 0.027, 0.100], [0.074, 0.005, 0.062], [0.003, -0.032, -0.002]], "largest_force_ev_per_a": 0.94, "orbital_gap_ev": 9.11, "total_energy_ha": -1583.1945, "e_above_lowest_kcal_mol": 10.6}

***

Record 2
{"formula": "C16H24N2SiZn", "method": "wB97M-V/def2-TZVPD", "species": ["C", "C", "C", "C", "C", "Zn", "N", "C", "C", "H", "H", "H", "H", "H", "H", "H", "H", "H", "H", "C", "Si", "C", "C", "N", "C", "C", "C", "C", "C", "C", "H", "H", "H", "H", "H", "H", "H", "H", "H", "H", "H", "H", "H", "H"], "positions_angstrom": [[-1.031, 1.256, -3.840], [0.294, 1.084, -4.306], [1.188, 1.729, -3.437], [0.405, 2.436, -2.447], [-1.001, 2.019, -2.644], [0.088, 1.248, -0.870], [-1.419, -2.057, -1.316], [-1.021, -3.363, -1.782], [-0.134, -2.084, -1.991], [2.271, 1.825, -3.553], [0.571, 0.593, -5.235], [0.728, 3.292, -1.857], [-1.861, 2.488, -2.168], [-1.923, 0.954, -4.377], [-0.059, -1.508, -2.911], [-1.605, -3.693, -2.630], [-1.089, -1.838, -0.364], [0.758, -1.972, -1.341], [-0.754, -4.059, -0.983], [-1.228, 2.946, 0.838], [-0.513, 1.543, 1.896], [0.961, 2.168, 2.851], [-1.899, 0.905, 2.951], [0.023, 0.277, 0.773], [0.661, -0.877, 1.196], [1.964, -1.205, 0.749], [2.562, -2.414, 1.110], [1.885, -3.319, 1.935], [0.609, -3.000, 2.422], [0.014, -1.780, 2.085], [-1.742, 3.624, 1.527], [-1.970, 2.583, 0.114], [-0.454, 3.524, 0.312], [0.652, 2.971, 3.534], [1.416, 1.366, 3.445], [1.731, 2.568, 2.177], [-2.631, 0.374, 2.329], [-1.541, 0.227, 3.735], [-2.398, 1.760, 3.427], [2.472, -0.476, 0.113], [3.564, -2.647, 0.750], [2.350, -4.268, 2.212], [0.069, -3.701, 3.075], [-0.963, -1.498, 2.495]], "forces_ev_per_a": [[0.405, 0.300, 0.756], [0.118, 0.253, 0.406], [-0.587, 0.541, 0.028], [0.035, -0.982, -0.221], [0.285, 0.465, -1.263], [0.290, -0.462, 0.204], [0.089, 1.532, 0.970], [1.355, 1.562, 0.330], [0.146, -1.104, 0.006], [-0.502, -0.044, 0.050], [-0.025, -0.067, 0.247], [-0.040, -0.134, -0.204], [0.192, -0.057, -0.201], [0.084, -0.163, 0.293], [-0.162, -0.509, -0.183], [0.022, -0.258, 0.113], [-1.134, -0.663, -0.100], [-0.631, -0.312, -0.464], [0.200, -0.115, -0.631], [0.368, -0.655, 0.104], [0.154, -0.384, -1.050], [0.020, 0.068, 0.385], [-0.249, 0.005, 0.490], [-0.275, 1.078, 0.145], [0.230, -0.212, 0.159], [-0.258, -0.340, 0.073], [-0.298, 0.233, 0.152], [-0.138, -0.066, 0.051], [0.128, 0.323, -0.041], [0.210, -0.063, -0.216], [0.109, 0.051, -0.173], [0.020, 0.162, 0.142], [-0.247, 0.043, 0.141], [0.145, -0.109, -0.107], [-0.049, 0.059, -0.019], [-0.292, -0.067, 0.073], [0.122, 0.111, 0.083], [-0.124, 0.101, -0.026], [-0.013, -0.211, 0.022], [-0.066, -0.268, 0.141], [-0.227, 0.033, 0.073], [-0.118, 0.265, -0.112], [0.315, 0.334, -0.293], [0.396, -0.273, -0.335]], "total_charge": -2, "largest_force_ev_per_a": 2.09, "orbital_gap_ev": 1.86, "total_energy_ha": -2802.2498, "e_above_lowest_kcal_mol": 43.6}